Record 1
C38H32N6O2Tc | the ωB97M-V functional and the def2-TZVPD basis

Positions of all 79 atoms, in Å:
Tc1 0.273 -0.024 0.432
O1 0.254 -4.922 -1.947
C1 -0.341 -5.151 -0.765
C2 -0.866 -6.423 -0.543
C3 -1.531 -6.714 0.631
C4 -1.652 -5.757 1.633
C5 -1.110 -4.503 1.439
C6 -0.464 -4.177 0.243
C7 -0.102 -2.766 0.015
O2 -0.049 -1.945 1.037
N1 -0.037 -2.323 -1.211
N2 0.111 -0.947 -1.242
C8 -0.798 -0.218 -2.105
C9 -0.341 1.217 -2.096
C10 -0.427 2.084 -3.170
C11 -0.041 3.403 -2.995
C12 0.452 3.801 -1.758
C13 0.497 2.883 -0.730
N3 0.083 1.619 -0.883
H1 0.424 -3.969 -2.037
H2 -0.759 -7.159 -1.329
H3 -1.964 -7.697 0.766
H4 -2.173 -5.989 2.553
H5 -1.192 -3.738 2.199
H6 -0.887 -0.658 -3.099
H7 -0.794 1.721 -4.119
H8 -0.124 4.110 -3.808
H9 0.785 4.814 -1.590
H10 0.877 3.150 0.248
C14 -0.399 2.367 3.998
C15 -1.705 2.818 3.858
C16 -2.481 2.279 2.855
C17 -1.938 1.341 1.975
N4 -0.639 0.976 2.061
C18 0.084 1.457 3.087
C19 -2.752 0.678 0.956
C20 -4.100 0.619 0.995
C21 -4.828 -0.387 0.273
C22 -4.168 -1.347 -0.394
C23 -2.731 -1.255 -0.629
N5 -2.009 -0.093 0.024
H11 0.240 2.725 4.792
H12 -2.112 3.565 4.526
H13 -3.506 2.592 2.731
H14 1.095 1.088 3.157
H15 -4.656 1.229 1.693
H16 -5.898 -0.451 0.411
H17 -4.658 -2.239 -0.759
H18 -2.212 -2.196 -0.686
C24 3.237 0.781 -1.802
C25 4.009 0.452 -0.554
C26 5.392 0.466 -0.560
C27 6.123 0.134 0.571
C28 5.460 -0.229 1.733
C29 4.079 -0.236 1.798
C30 3.366 -0.681 3.043
C31 3.336 0.133 0.650
N6 1.980 0.161 0.697
H19 3.847 0.587 -2.682
H20 2.948 1.836 -1.822
H21 2.333 0.177 -1.866
H22 5.909 0.725 -1.476
H23 7.203 0.135 0.531
H24 6.027 -0.522 2.608
H25 4.065 -1.095 3.766
H26 2.617 -1.439 2.804
H27 2.855 0.157 3.519
C32 -2.206 -0.099 -1.426
C33 -3.168 0.756 -2.190
C34 -3.570 2.031 -1.812
C35 -4.531 2.705 -2.554
C36 -5.072 2.126 -3.690
C37 -4.611 0.889 -4.120
C38 -3.671 0.204 -3.368
H28 -3.133 2.507 -0.945
H29 -4.854 3.689 -2.238
H30 -5.852 2.634 -4.242
H31 -4.980 0.454 -5.039
H32 -3.331 -0.776 -3.682

Net charge: +1
LUMO level in eV: -3.3
Maximum force in eV/A: 3.2
Energy above the lowest of the compared OMol25 structures with the same formula, charge and spin in kJ/mol: 99.3
Gap between HOMO and LUMO in Eh: 0.2377
E_tot in a.u.: -2026.8848

The molecule's Löwdin atomic charges, reported in e, are given here: Tc 1.59; O 0.07; C -0.27; C -0.01; C -0.07; C -0.09; C -0.03; C -0.09; C -0.45; O -0.18; N 0.04; N -0.21; C -0.18; C -0.23; C 0.02; C -0.02; C -0.03; C -0.10; N -0.01; H 0.07; H 0.12; H 0.11; H 0.10; H 0.11; H 0.16; H 0.13; H 0.12; H 0.12; H 0.12; C -0.03; C -0.03; C 0.01; C -0.19; N -0.03; C -0.10; C -0.18; C 0.01; C -0.04; C 0.01; C -0.08; N 0.02; H 0.12; H 0.12; H 0.12; H 0.08; H 0.12; H 0.12; H 0.13; H 0.13; C -0.03; C -0.20; C -0.04; C -0.05; C -0.04; C -0.20; C -0.03; C -0.25; N -0.08; H 0.09; H 0.08; H 0.05; H 0.12; H 0.11; H 0.12; H 0.08; H 0.08; H 0.06; C -0.26; C -0.18; C -0.03; C -0.06; C -0.07; C -0.06; C -0.02; H 0.11; H 0.11; H 0.11; H 0.11; H 0.13

---

Record 2
C4H11N2S | the ωB97M-V functional and the def2-TZVPD basis

Positions of all 18 atoms, in Å:
C1 0.211 -1.000 0.754
C2 -1.783 0.142 -0.209
C3 1.031 -1.321 -1.075
C4 -0.518 0.322 0.673
N1 0.330 -1.952 1.552
N2 0.384 1.469 0.176
S1 2.066 0.011 -1.547
H1 -2.384 0.974 -0.168
H2 -2.288 -0.873 -0.024
H3 -1.296 0.129 -1.194
H4 0.060 -1.261 -1.641
H5 1.450 -2.308 -0.986
H6 -0.996 0.613 1.596
H7 0.033 -1.961 2.498
H8 0.624 2.028 1.029
H9 0.016 2.172 -0.502
H10 1.380 1.044 -0.323
H11 2.962 -0.139 -0.528

Net charge: +1
LUMO level in eV: -3.4
Maximum force in eV/A: 5.0
Energy above the lowest of the compared OMol25 structures with the same formula, charge and spin in kJ/mol: 333.2
Gap between HOMO and LUMO in Eh: 0.3410
E_tot in a.u.: -666.3411

The molecule's natural (NBO) atomic charges, reported in e, are given here: C 0.36; C -0.59; C -0.63; C -0.16; N -0.58; N -0.76; S 0.14; H 0.23; H 0.27; H 0.20; H 0.24; H 0.26; H 0.23; H 0.39; H 0.44; H 0.44; H 0.38; H 0.16